Computed, not measured: a structure of composition C31H57N2OP2SZn in a non-equilibrium geometry, with the ωB97M-V functional and the def2-TZVPD basis.

Summary:
Kohn-Sham gap in eV: 6.0
E_HOMO in eV: -8.67
LUMO level in eV: -2.7035
Strongest force on any atom in eV/Å: 4.98

Geometry as ORCA input:
```
! wB97M-V def2-TZVPD RIJCOSX def2/J DEFGRID3
* xyz 1 1
C 2.34603 -1.22659 -1.56228
C 1.64878 0.76298 -2.60640
C 3.37559 -1.34738 -2.49748
C 2.55008 0.54959 -3.69324
C 3.44981 -0.50385 -3.61844
H 3.99313 -2.23267 -2.36661
H 2.50884 1.29895 -4.48461
H 4.24567 -0.65702 -4.37073
N 1.50814 -0.18637 -1.62149
P 0.33169 -2.48644 0.14664
P 0.27269 2.57224 -0.89218
C 2.07028 -2.27607 -0.49240
H 2.39864 -3.23342 -0.89915
H 2.70560 -2.03119 0.36889
C -0.80854 -0.17009 1.48582
O -1.46581 -0.21433 2.44093
C 1.04268 2.04618 -2.45722
H 0.96370 2.60119 -3.38116
C -1.59586 3.39885 -0.85456
C 1.77086 3.86380 -0.60248
C -0.50101 -3.69632 -1.14725
C 0.66518 -3.34760 1.81885
C -2.63947 2.46660 -0.22107
H -2.44459 2.24597 0.83126
H -3.61712 2.96816 -0.26428
H -2.74216 1.52404 -0.76465
C -1.58847 4.68801 -0.04669
H -1.29994 4.50939 0.99108
H -0.95639 5.46683 -0.47034
H -2.60415 5.09549 -0.01706
C -2.00046 3.61222 -2.30904
H -2.93747 4.19017 -2.37134
H -1.22966 4.15092 -2.87721
H -2.22488 2.65348 -2.79794
C 1.65390 4.49525 0.78102
H 1.66332 3.73930 1.58665
H 2.54300 5.13669 0.89944
H 0.76944 5.12893 0.91814
C 3.08467 3.06823 -0.63982
H 3.03566 2.17882 0.00591
H 3.34240 2.73791 -1.64858
H 3.92137 3.68169 -0.27752
C 1.65011 4.88279 -1.73249
H 1.55733 4.39267 -2.70921
H 0.78612 5.55074 -1.61300
H 2.56421 5.48915 -1.74694
C -0.68790 -3.72712 2.44870
H -0.50377 -4.15661 3.44705
H -1.33341 -2.84754 2.58765
H -1.23568 -4.47590 1.86098
C 1.36132 -2.34119 2.76124
H 2.35312 -2.02878 2.40602
H 0.75339 -1.44189 2.91834
H 1.50214 -2.84180 3.73255
C 1.57314 -4.57742 1.67629
H 2.52690 -4.33221 1.19510
H 1.79257 -4.95536 2.68374
H 1.09803 -5.39314 1.12799
C -0.09714 -3.20804 -2.53446
H 0.93169 -3.48980 -2.77942
H -0.75958 -3.66682 -3.27935
H -0.21105 -2.12518 -2.63096
C -2.03569 -3.57724 -0.98864
H -2.37995 -2.53015 -1.03527
H -2.50348 -4.13178 -1.82416
H -2.36009 -4.04586 -0.04344
C -0.12209 -5.17120 -0.98335
H 0.95763 -5.34806 -1.01741
H -0.53906 -5.64021 -0.08112
H -0.55817 -5.72107 -1.82989
Zn -0.16945 0.04642 -0.44728
N -1.62289 -0.19950 -1.90901
C -2.27428 -0.21460 -2.89894
C -2.36933 0.13363 -4.39320
C -1.45572 1.29532 -4.86177
C -1.79466 -1.09433 -5.07313
C -3.84063 0.47141 -4.70765
H -1.71037 2.26446 -4.41006
H -0.38844 1.07846 -4.65913
H -1.57274 1.39727 -5.96157
H -2.22857 -2.03102 -4.71364
H -1.83423 -1.06062 -6.16559
H -0.73036 -1.13231 -4.82002
H -4.01589 0.98194 -5.66808
H -4.44615 -0.43932 -4.69813
H -4.28245 1.13008 -3.94039
C 1.10291 1.52746 3.92816
S 1.71006 1.22684 2.25922
C 3.44587 0.79579 2.52702
H 0.02134 1.34057 3.95683
H 1.28444 2.58258 4.17692
H 1.60781 0.86827 4.64526
H 4.05248 1.71117 2.49530
H 3.57574 0.27624 3.48373
H 3.76924 0.13293 1.71044
*
```